No. 1
Formula: C6H31NO10
Source: OMol25
Level of theory: ωB97M-V/def2-TZVPD

Positions of all 48 atoms, in Å:
C -0.24 -1.01 2.29
O -0.70 -2.25 1.80
C -0.27 0.02 1.16
C 1.10 0.42 0.63
C 1.74 -0.65 -0.22
C 2.80 -1.35 0.24
C 0.13 -0.17 -2.05
N 1.31 -0.83 -1.52
H -1.01 -0.76 3.03
H 0.81 -1.09 2.74
H 0.01 -2.76 1.42
H -0.92 -0.31 0.32
H -0.78 0.94 1.58
H 1.80 0.66 1.45
H 1.05 1.34 0.08
H 3.37 -2.07 -0.37
H 3.23 -1.17 1.16
H -0.85 -0.68 -1.78
H 0.05 0.89 -1.74
H 0.17 -0.15 -3.13
H 1.45 -1.75 -1.91
H 0.94 1.47 3.25
H 0.99 2.85 3.79
O 0.48 2.29 3.28
H 2.01 -3.22 0.66
H 1.43 -4.60 1.11
O 1.20 -3.82 0.72
H -1.27 3.58 -3.20
H -0.12 3.13 -2.29
O -0.98 2.88 -2.66
H 0.96 3.67 -0.56
H 1.94 2.87 -1.43
O 1.29 3.61 -1.46
H -2.81 -2.90 -0.27
H -1.59 -2.27 0.39
O -2.11 -2.32 -0.45
H -2.60 1.65 -0.32
H -1.81 2.70 -1.20
O -2.19 2.51 -0.32
H 0.12 3.08 1.78
H -0.93 3.14 0.51
O 0.03 3.44 0.87
H -2.77 -0.76 -0.58
H -3.59 0.10 -1.69
O -3.29 0.09 -0.76
H 0.63 -3.82 -0.96
H -0.53 -3.07 -1.64
O 0.29 -3.52 -1.79

## Properties
SMILES = C=C(CCCO)NC.O.O.O.O.O.O.O.O.O
frontier orbital gap = 8.351 eV
HOMO level = -8.0937 eV

---

No. 2
Formula: C6H32Fe2O19
Source: OMol25
Level of theory: ωB97M-V/def2-TZVPD

Positions of all 59 atoms, in Å:
Fe 2.55 2.64 -2.51
Fe -3.36 -2.40 2.60
C -1.28 0.60 0.83
C -0.21 1.39 0.35
C 0.81 0.73 -0.59
O 1.71 1.46 -1.14
C 0.62 -0.58 -0.94
C -0.43 -1.37 -0.42
C -1.44 -0.75 0.49
O -2.33 -1.44 1.05
O -0.60 -2.52 -0.84
O -0.03 2.57 0.72
H -2.02 1.07 1.46
H 1.27 -1.00 -1.69
O 4.33 2.69 -1.24
H 4.92 1.92 -1.37
H 4.58 3.07 -0.38
O -1.16 0.62 4.37
H -1.02 1.45 3.82
H -0.39 0.07 4.20
O -1.53 -2.84 3.48
H -0.66 -2.43 3.38
H -1.46 -3.43 4.25
O -1.07 -1.93 -3.63
H -1.86 -1.41 -3.83
H -1.03 -2.00 -2.65
O 3.16 1.01 -3.65
H 3.03 0.03 -3.53
H 3.46 1.11 -4.58
O 3.28 -2.75 0.76
H 2.65 -2.07 1.04
H 3.19 -2.77 -0.23
O 2.51 -1.72 -4.10
H 2.76 -2.29 -4.84
H 1.51 -1.75 -4.08
O -3.50 -4.03 1.42
H -3.76 -4.96 1.50
H -3.00 -3.95 0.52
O -2.74 3.79 0.87
H -1.94 3.26 0.71
H -2.54 4.29 1.67
O 2.93 -3.58 -2.01
H 2.93 -2.78 -2.60
H 2.07 -3.55 -1.55
O -3.47 -0.65 3.71
H -4.12 0.02 3.98
H -2.57 -0.33 4.07
O -0.29 5.37 -0.50
H -1.05 5.96 -0.47
H -0.51 4.63 0.09
O -0.90 3.18 3.31
H -0.35 3.78 3.83
H -0.41 3.02 2.46
O 1.97 4.26 -1.46
H 2.68 4.84 -1.13
H 1.11 4.65 -1.10
O -2.42 -4.32 -0.99
H -1.69 -3.65 -1.04
H -2.88 -4.27 -1.84

## Properties
frontier orbital gap (alpha / beta) = 7.347 / 7.067 eV
HOMO level (alpha / beta) = -13.5964 / -13.5806 eV
multiplicity = 9
<S²> = 20.0132
charge = +2

---

No. 3
Formula: C6H32O10
Source: OMol25
Level of theory: ωB97M-V/def2-TZVPD

Positions of all 48 atoms, in Å:
O -17.19 -20.34 -6.50
H -18.01 -20.81 -6.61
H -16.82 -20.28 -7.38
O -28.05 -20.70 -9.32
H -27.93 -21.46 -9.88
H -27.25 -20.19 -9.42
O -27.31 -13.74 0.37
H -26.36 -13.76 0.36
H -27.55 -14.23 1.16
O -22.50 -15.11 0.15
H -22.57 -15.99 0.50
H -21.61 -15.05 -0.19
O -18.02 -17.88 -2.32
H -17.81 -18.64 -1.78
H -18.29 -18.26 -3.16
O -24.71 -18.39 -11.18
H -24.92 -17.56 -11.62
H -24.81 -19.05 -11.86
O -22.08 -10.26 -3.16
H -22.76 -10.93 -3.26
H -22.53 -9.53 -2.73
C -24.21 -16.35 -5.19
C -23.67 -17.80 -5.13
O -22.86 -17.98 -6.31
H -24.67 -16.19 -6.17
H -23.38 -15.67 -5.00
H -24.96 -16.21 -4.41
H -24.48 -18.51 -4.99
H -23.09 -17.97 -4.23
H -23.52 -18.00 -7.01
C -29.57 -13.99 -8.97
C -30.99 -14.19 -8.40
O -31.98 -13.46 -9.18
H -28.93 -13.39 -8.32
H -29.58 -13.63 -10.00
H -29.24 -15.03 -9.09
H -31.00 -13.94 -7.34
H -31.38 -15.18 -8.60
H -32.75 -14.02 -9.30
C -29.55 -19.64 -1.27
C -29.94 -19.96 -2.75
O -29.07 -20.90 -3.24
H -28.58 -19.17 -1.15
H -29.58 -20.61 -0.78
H -30.36 -19.06 -0.83
H -29.92 -19.08 -3.40
H -30.95 -20.37 -2.79
H -28.91 -20.76 -4.18

## Properties
SMILES = CCO.CCO.CCO.O.O.O.O.O.O.O
frontier orbital gap = 10.325 eV
HOMO level = -10.1731 eV

---

No. 4
Formula: C6H32O9
Source: OMol25
Level of theory: ωB97M-V/def2-TZVPD

Positions of all 47 atoms, in Å:
C -1.16 2.24 2.85
C -0.82 2.97 1.54
C 0.04 2.05 0.67
C 0.76 2.70 -0.50
C 1.36 1.58 -1.44
C -0.02 3.67 -1.31
H -0.43 2.50 3.64
H -2.13 2.54 3.24
H -1.02 1.16 2.88
H -0.26 3.89 1.74
H -1.77 3.31 1.11
H -0.55 1.16 0.42
H 0.76 1.53 1.33
H 1.70 3.19 -0.19
H 2.42 1.78 -1.56
H 0.79 1.42 -2.35
H 1.41 0.69 -0.81
H -0.49 4.46 -0.71
H 0.60 4.22 -2.04
H -0.85 3.19 -1.84
H -1.48 1.10 -1.02
H -2.63 0.08 -0.70
O -2.11 0.50 -1.44
H -1.38 -1.86 -3.15
H -1.24 -0.46 -2.60
O -0.72 -1.16 -3.08
H 4.02 -1.19 -1.53
H 4.29 -0.83 -0.10
O 4.64 -0.69 -0.99
H 1.80 -0.73 -1.76
H 0.51 -1.56 -2.03
O 1.39 -1.58 -1.56
H -0.63 -3.72 -1.94
H -1.31 -3.21 -0.52
O -1.37 -3.71 -1.34
H 1.45 -1.57 3.45
H 1.36 -2.41 2.22
O 0.79 -2.00 2.90
H -1.20 -2.89 2.56
H -0.88 -4.14 1.75
O -1.51 -3.41 1.80
H 2.06 -4.21 0.61
H 1.46 -3.20 -0.37
O 1.69 -3.32 0.57
H -3.26 -2.02 0.18
H -2.68 -0.92 1.03
O -3.38 -1.08 0.39

## Properties
SMILES = CCCC(C)C.O.O.O.O.O.O.O.O.O
frontier orbital gap = 11.052 eV
HOMO level = -10.9007 eV

---

No. 5
Formula: C6H33NO10
Source: OMol25
Level of theory: ωB97M-V/def2-TZVPD

Positions of all 50 atoms, in Å:
C -0.89 -2.07 1.85
C 0.66 -1.81 1.56
C 1.38 -0.80 2.33
C 2.72 -0.63 2.24
C -1.65 -1.05 2.53
N -1.80 0.19 1.71
C -1.82 1.50 2.45
H -1.39 -2.28 0.85
H -0.96 -3.17 2.19
H 0.90 -1.58 0.43
H 1.06 -2.85 1.79
H 0.64 -0.02 2.68
H 3.12 0.21 2.91
H 3.22 -1.41 1.67
H -1.63 -0.95 3.58
H -2.78 -1.53 2.50
H -1.21 0.28 0.87
H -1.32 1.40 3.43
H -1.48 2.37 1.79
H -2.76 1.88 2.78
H 2.02 0.57 0.70
H 2.49 -0.11 -0.83
O 2.09 0.55 -0.29
H -2.12 -1.29 -2.48
H -1.57 0.11 -3.15
O -1.72 -0.42 -2.35
H 3.09 -2.57 -1.92
H 1.65 -2.07 -2.53
O 2.56 -1.83 -2.37
H 2.06 3.13 -1.03
H 1.34 2.06 -1.49
O 1.63 2.94 -1.86
H -0.61 -1.56 -1.26
H -0.30 -3.27 -1.18
O -0.08 -2.39 -1.47
H -2.50 -1.38 -0.78
H -3.92 -1.21 -0.04
O -3.26 -1.82 -0.47
H -2.66 2.65 -2.69
H -1.41 2.03 -2.74
O -1.96 2.55 -3.27
H 1.88 3.19 1.63
H 3.14 2.22 1.37
O 2.61 2.91 0.96
H 1.49 1.52 -3.36
H 1.22 0.10 -3.22
O 0.71 1.02 -3.21
H 0.03 1.98 -0.87
H -1.05 0.90 -1.05
O -0.86 1.81 -0.85

## Properties
SMILES = C=CCCCNC.O.O.O.O.O.O.O.O.O.O
frontier orbital gap = 8.672 eV
HOMO level = -8.5732 eV

---

No. 6
Formula: C6H33NO11
Source: OMol25
Level of theory: ωB97M-V/def2-TZVPD

Positions of all 51 atoms, in Å:
C -2.75 -0.57 1.31
C -1.22 -0.58 1.18
C -0.51 0.50 0.37
C 0.30 -0.12 -0.77
C 1.32 -0.94 -0.48
N 2.17 -1.45 -1.45
C 1.95 -2.46 -2.17
H -2.97 -1.07 2.25
H -3.28 0.38 1.22
H -3.21 -1.13 0.49
H -0.87 -0.50 2.23
H -0.83 -1.56 0.98
H -1.14 1.28 -0.06
H 0.29 0.94 0.97
H -0.15 -0.04 -1.74
H 1.58 -1.05 0.57
H 1.19 -3.11 -1.74
H 2.43 -2.71 -3.10
H 1.48 -2.64 3.78
H 0.69 -1.40 3.76
O 0.56 -2.36 3.63
H -1.18 -0.41 -3.61
H -2.56 -0.09 -3.16
O -1.96 0.07 -3.91
H 2.21 2.25 1.08
H 3.57 1.50 1.07
O 2.66 1.41 1.36
H 1.82 -0.03 -3.34
H 1.42 -0.74 -4.62
O 1.04 -0.33 -3.83
H 2.39 0.64 3.48
H 1.24 0.31 2.64
O 1.55 0.16 3.54
H -0.80 -3.42 -0.59
H -0.64 -3.26 -2.15
O -1.16 -3.63 -1.45
H -1.14 -2.76 1.92
H -0.32 -3.77 2.57
O -0.90 -3.69 1.80
H -0.90 1.92 -3.67
H -1.27 3.36 -3.46
O -0.56 2.75 -3.32
H 0.73 3.45 0.68
H 0.21 3.24 2.09
O 1.02 3.50 1.61
H -1.55 1.76 2.34
H -1.91 3.03 1.58
O -1.57 2.72 2.43
H 0.43 4.31 -1.41
H 0.30 2.81 -1.73
O 0.78 3.46 -1.16

## Properties
SMILES = C=N/C=C/CCC.O.O.O.O.O.O.O.O.O.O.O
frontier orbital gap = 8.759 eV
HOMO level = -8.6791 eV

---

Q: Which energy relative to the best compared isomer or geometry (same formula, charge and spin) values were calculated for the entries above? A: 117.09, 0.00, 334.66, 0.00, 642.94, 469.01, in kJ/mol.